Density functional theory data (the ωB97M-V functional and the def2-TZVPD basis) for 2 unconnected molecules or ions with the total composition C5H11O2Si at a distorted geometry.

Element x y z (Å)
C  -2.949  0.197  -0.143
C  0.404  -2.408  0.643
C  0.820  0.544  -1.855
C  0.258  2.178  0.567
C  0.721  -0.927  1.064
O  -3.384  1.150  0.410
O  -3.029  -0.821  -0.749
Si  -0.040  0.444  -0.172
H  0.214  -2.401  -0.370
H  1.280  -2.852  1.048
H  -0.559  -2.869  1.017
H  0.906  1.593  -2.136
H  1.955  0.343  -1.614
H  0.358  0.015  -2.730
H  0.346  2.082  1.578
H  1.203  2.702  0.165
H  -0.556  2.810  0.262
H  1.833  -0.892  1.009
H  0.220  -0.888  2.005

Output
HOMO level = -1.64 eV
net charge = -1
2S+1 = 1
relative energy (zero: lowest compared OMol25 entry of this formula, charge and spin) = 2.800 eV

---

Density functional theory data (the ωB97M-V functional and the def2-TZVPD basis) for a molecular structure, C27H42AuCl3N4O3SSi at a distorted geometry.

Element x y z (Å)
C  -3.536  3.114  -1.855
C  -3.413  2.558  -0.494
H  -4.561  3.296  -2.147
H  -3.149  2.423  -2.596
H  -2.997  4.048  -1.994
C  -4.447  2.601  0.394
C  -5.816  3.202  0.234
H  -4.309  2.248  1.427
H  -6.152  3.257  -0.814
H  -5.854  4.224  0.663
H  -6.564  2.611  0.792
Au  3.401  1.314  0.514
Cl  4.774  2.874  1.616
Cl  3.162  -0.402  -1.047
H  5.565  -4.201  -0.186
H  7.090  -0.892  -1.967
C  5.212  -3.487  -0.942
C  6.161  -1.463  -2.010
N  5.839  -2.188  -0.789
H  4.121  -3.390  -0.871
C  5.758  -1.652  0.461
O  5.263  -2.272  1.406
H  5.325  -0.824  -2.331
H  6.103  -0.612  0.596
H  5.480  -3.856  -1.925
H  6.274  -2.251  -2.754
H  -4.445  -1.282  -3.555
H  -5.048  -0.377  -1.019
C  -3.465  -1.333  -3.098
C  -4.920  -1.469  -1.123
N  -3.637  -1.773  -1.726
H  -3.015  -0.338  -3.155
C  -2.671  -2.482  -1.099
O  -1.564  -2.711  -1.542
H  -5.020  -1.923  -0.126
H  -2.997  -2.859  -0.100
H  -2.822  -2.015  -3.643
H  -5.742  -1.833  -1.755
O  -1.300  1.362  -1.247
C  -1.986  2.115  -0.131
C  -2.921  0.362  1.391
C  -1.960  1.348  1.178
H  -3.666  0.202  0.608
C  -3.001  -0.323  2.607
H  -1.416  3.044  0.061
C  -0.952  1.492  2.127
H  -3.804  -1.058  2.775
C  -2.028  -0.086  3.592
C  -0.991  0.820  3.341
H  -0.094  2.140  1.870
H  -2.104  -0.560  4.569
H  -0.187  0.978  4.082
Si  -0.533  1.238  -2.679
Cl  1.605  2.691  0.845
C  0.016  -0.580  -2.845
C  1.320  1.871  -2.761
C  -1.053  2.491  -3.978
H  0.207  -1.127  -1.910
H  0.971  -0.525  -3.369
H  -0.705  -1.129  -3.472
H  -1.816  2.235  -4.711
H  -0.148  2.721  -4.552
H  -1.289  3.441  -3.477
H  1.745  2.314  -1.862
H  1.469  2.595  -3.602
H  2.041  1.071  -3.026
N  0.099  -1.180  0.726
C  0.954  -1.347  1.722
N  1.859  -0.460  2.067
C  2.590  -0.835  3.156
C  3.686  -0.119  3.658
C  4.383  -0.650  4.736
C  3.950  -1.845  5.318
C  2.870  -2.582  4.827
C  2.195  -2.091  3.714
S  0.913  -2.765  2.742
H  -0.706  -1.783  0.560
H  0.138  -0.322  0.215
H  3.984  0.815  3.143
H  5.254  -0.123  5.129
H  4.498  -2.230  6.169
H  2.529  -3.515  5.253

Output
HOMO level (alpha / beta) = -7.96 / -8.59 eV
net charge = 0
2S+1 = 3
relative energy (zero: lowest compared OMol25 entry of this formula, charge and spin) = 0.000 eV
<S²> = 2.0399

---

Density functional theory data (the ωB97M-V functional and the def2-TZVPD basis) for a molecular structure, C27H30BrF4FeN3O5Si at a distorted geometry.

Element x y z (Å)
Fe  -0.161  -0.390  -0.302
C  0.023  0.511  3.484
C  0.071  1.755  2.613
N  -0.812  1.707  1.453
C  -2.224  1.664  1.837
C  -2.837  0.269  1.740
C  -0.463  2.822  0.573
C  0.627  2.476  -0.473
N  1.438  1.374  -0.025
C  2.527  1.027  -0.676
C  3.315  -0.029  -0.115
F  2.908  -0.533  1.084
C  4.424  -0.555  -0.715
F  5.110  -1.565  -0.106
C  4.908  -0.058  -1.919
C  4.203  1.000  -2.473
F  4.664  1.524  -3.646
C  3.089  1.547  -1.887
F  2.502  2.598  -2.536
H  0.768  0.591  4.277
H  0.259  -0.344  2.855
H  -0.952  0.366  3.943
H  1.082  1.852  2.218
H  -0.160  2.654  3.229
H  -2.794  2.304  1.158
H  -2.356  2.060  2.859
H  -2.692  -0.098  0.727
H  -3.910  0.327  1.921
H  -2.397  -0.441  2.433
H  -0.123  3.682  1.179
H  -1.346  3.142  0.019
H  1.226  3.383  -0.658
H  0.137  2.210  -1.421
H  5.762  -0.486  -2.411
O  -0.503  -1.975  -2.395
N  0.341  -1.333  -3.031
O  0.563  -1.557  -4.207
O  0.969  -0.445  -2.422
Br  -5.892  0.285  -3.554
C  -4.161  0.738  -4.207
C  -4.076  1.081  -5.547
C  -2.848  1.432  -6.076
C  -1.717  1.399  -5.276
C  -1.823  1.043  -3.946
C  -3.051  0.725  -3.375
C  -3.128  0.519  -1.849
O  -4.209  0.777  -1.315
O  -2.061  0.185  -1.285
H  -4.959  1.076  -6.174
H  -2.775  1.726  -7.114
H  -0.756  1.647  -5.700
H  -0.948  1.010  -3.315
C  1.241  -3.680  -0.333
Si  0.246  -2.490  0.852
C  1.161  -3.022  2.511
C  -1.462  -3.377  1.047
C  -2.278  -3.565  -0.070
C  -3.526  -4.147  0.037
C  -4.008  -4.546  1.275
C  -3.229  -4.336  2.401
C  -1.979  -3.756  2.284
H  1.361  -4.676  0.091
H  2.234  -3.277  -0.511
H  0.747  -3.777  -1.293
H  1.169  -4.103  2.643
H  0.710  -2.589  3.399
H  2.193  -2.693  2.481
H  -1.918  -3.233  -1.032
H  -4.139  -4.282  -0.845
H  -4.986  -5.005  1.361
H  -3.602  -4.624  3.378
H  -1.381  -3.595  3.171

Output
HOMO level (alpha / beta) = -1.81 / -1.95 eV
net charge = -2
2S+1 = 5
relative energy (zero: lowest compared OMol25 entry of this formula, charge and spin) = 0.851 eV
<S²> = 6.0112